(1)
26
Properties=species:S:1:pos:R:3:mulliken_charge:R:1 method="wB97M-V/def2-TZVPD" lumo_ev="-3.17 / -7.76" multiplicity=3 total_charge=+1
C -0.288 1.668 1.280 -1.017
C 0.828 1.982 2.043 -0.599
C 1.096 0.142 -0.043 -0.489
C -0.207 0.683 0.303 1.304
C 2.249 0.564 0.573 0.368
C 2.093 1.473 1.706 0.341
C -2.503 -1.123 -1.982 0.582
C -2.799 0.797 -0.118 -0.584
C -1.414 0.208 -0.282 0.193
C 3.618 0.168 0.261 -1.492
N -1.296 -0.536 -1.399 -0.130
N -2.933 -2.386 -1.429 -0.527
F 3.170 2.001 2.252 -0.241
F -2.492 -1.082 -3.383 -0.298
S -3.782 0.049 -1.427 -0.206
H -1.120 2.191 1.475 0.505
H 0.797 2.743 2.910 0.348
H 1.229 -0.545 -0.774 0.306
H -3.090 0.766 0.970 0.414
H -2.580 1.878 -0.276 0.391
H 3.541 -0.576 -0.496 0.370
H 4.182 1.079 0.118 0.375
H 4.293 -0.204 1.010 0.407
H -0.502 -1.032 -1.745 0.195
H -2.417 -3.118 -1.857 0.225
H -3.914 -2.628 -1.410 0.259

***

(2)
18
Properties=species:S:1:pos:R:3:mulliken_charge:R:1 method="wB97M-V/def2-TZVPD" lumo_ev=3.74 relative_energy_kj_mol=148.5 smiles="C=CCCCC[O-]" total_charge=-1
C 1.095 -0.391 -2.584 -0.703
C -0.090 -0.061 -2.081 -0.097
C -0.452 0.985 -1.101 -0.618
C -0.213 -0.139 -0.032 -0.507
C -0.545 0.395 1.392 -0.461
C 0.150 -0.455 2.539 -0.461
O -0.039 -0.010 3.771 -0.864
H 1.225 -1.344 -3.071 0.239
H 1.950 0.234 -2.354 0.287
H -0.976 -0.644 -2.326 0.233
H -1.479 1.324 -1.060 0.242
H 0.285 1.736 -0.824 0.334
H 0.781 -0.562 0.039 0.332
H -0.994 -0.887 -0.092 0.194
H -1.587 0.354 1.734 0.325
H -0.143 1.411 1.500 0.237
H -0.190 -1.526 2.381 0.148
H 1.222 -0.421 2.170 0.139

***

| no. | energy (eV) |
| --- | --- |
| 1 | -29788.490 |
| 2 | -8445.332 |